(1)
{"formula": "C4H9N", "method": "ωB97M-V with the def2-TZVPD basis set", "smiles": "C/C=C/CN", "gap_ev": 10.17, "energy_ha": -212.5279, "homo_ev": -8.9, "elements": ["N", "C", "C", "C", "C", "H", "H", "H", "H", "H", "H", "H", "H", "H"], "coordinates": [[2.133, -0.926, -0.140], [1.520, 0.181, 0.585], [-2.268, 0.199, -0.321], [-0.765, 0.214, -0.395], [0.019, 0.070, 0.667], [1.484, -1.334, -0.804], [2.921, -0.633, -0.703], [1.776, 1.155, 0.152], [1.923, 0.204, 1.601], [-2.605, -0.103, 0.665], [-2.659, 1.214, -0.422], [-2.696, -0.406, -1.114], [-0.348, 0.414, -1.375], [-0.434, -0.250, 1.603]], "forces_ev_per_angstrom": [[0.062, -0.451, -0.470], [0.032, 0.350, 0.338], [0.340, 0.379, 0.129], [-0.525, 0.194, 0.396], [0.083, -0.471, -0.414], [-0.143, 0.058, 0.172], [0.121, 0.134, 0.232], [-0.051, -0.033, -0.119], [0.017, -0.046, -0.006], [-0.058, -0.444, 0.031], [0.063, 0.053, -0.313], [-0.232, -0.181, 0.033], [0.199, 0.172, -0.035], [0.091, 0.288, 0.026]], "lowdin_charge": [-0.0138, -0.3030, -0.1074, -0.1772, -0.1253, 0.0539, 0.0586, 0.1034, 0.0951, 0.0679, 0.0729, 0.0662, 0.1051, 0.1038]}

=====

(2)
{"formula": "C4H9N", "method": "ωB97M-V with the def2-TZVPD basis set", "gap_ev": 8.43, "energy_ha": -212.3389, "homo_ev": -8.1, "elements": ["C", "C", "C", "N", "C", "H", "H", "H", "H", "H", "H", "H", "H", "H"], "coordinates": [[0.598, -1.308, 0.310], [0.573, 0.246, 0.211], [-0.095, 0.529, -1.034], [-0.780, -0.049, -2.214], [0.076, 1.071, 1.363], [1.493, -1.854, -0.179], [0.314, -1.809, 1.296], [-0.237, -1.357, -0.267], [-0.092, 1.617, -1.290], [-0.423, -0.994, -2.368], [-1.175, 0.101, -1.059], [0.396, 0.853, 2.440], [0.396, 2.132, 1.266], [-1.044, 0.821, 1.526]], "forces_ev_per_angstrom": [[2.611, -0.100, 2.153], [-2.269, -2.628, -2.420], [4.797, 4.984, 0.556], [1.414, -0.241, 1.926], [-0.305, 0.343, 2.322], [-1.465, 1.059, 0.834], [0.780, 0.961, -1.030], [-2.292, -2.171, -1.838], [-0.549, -0.539, 0.878], [-0.491, -0.374, 0.418], [-3.126, -1.666, -1.282], [0.559, -0.382, -1.677], [-1.111, -0.442, -0.198], [1.447, 1.197, -0.643]], "lowdin_charge": [-0.0794, -0.2824, -0.3114, 0.0527, -0.1192, 0.1071, 0.0961, -0.0102, 0.1244, 0.0440, 0.1101, 0.0849, 0.0787, 0.1045]}